[1]
{
  "formula": "C21H44N4O13P3",
  "method": "wB97M-V/def2-TZVPD",
  "total_charge": 1,
  "e_lumo_ha": -0.1670,
  "total_energy_ha": -3047.0337,
  "relative_energy_kcal_mol": 202.7,
  "homo_lumo_gap_ev": 6.28,
  "symbols": ["O", "C", "P", "H", "H", "H", "C", "H", "H", "O", "H", "N", "N", "H", "H", "H", "H", "C", "H", "C", "H", "P", "O", "C", "H", "H", "C", "H", "H", "O", "N", "H", "H", "C", "C", "H", "O", "H", "O", "C", "H", "H", "C", "O", "O", "H", "O", "H", "N", "C", "H", "C", "H", "H", "H", "O", "H", "H", "H", "C", "C", "C", "C", "H", "C", "C", "H", "H", "C", "H", "H", "H", "P", "H", "O", "O", "H", "H", "H", "C", "C", "H", "H", "O", "H"],
  "coordinates": [[3.376, -2.978, -1.186], [0.165, 3.003, 2.666], [-2.429, -5.405, 3.229], [1.403, 5.244, 2.783], [-0.777, 3.432, -1.233], [0.580, -5.926, 2.243], [-1.965, 5.551, 1.228], [5.329, 6.368, -0.933], [3.510, -4.039, -2.936], [3.225, 0.221, 0.095], [0.199, 6.860, -0.275], [3.192, 7.192, -0.664], [3.988, 5.328, 0.603], [-0.449, -6.775, 4.740], [-0.870, 3.478, 2.723], [-3.020, 7.405, 2.252], [2.901, 4.138, 2.675], [-3.476, -2.032, -5.943], [-5.465, 6.876, 1.378], [-4.613, 6.177, 1.098], [4.555, 4.575, 1.024], [-1.397, -2.969, -4.595], [4.658, -1.690, 0.342], [-0.824, 3.428, -0.075], [-5.860, 4.688, -0.139], [5.199, -0.445, 1.883], [-1.561, -3.829, -2.099], [3.985, 2.120, -0.083], [-2.578, -4.182, -2.285], [-0.024, -2.346, -4.813], [0.977, 7.145, 0.345], [1.773, 2.692, 1.014], [-2.941, -3.757, 5.515], [-1.012, -4.345, -6.819], [-3.571, 3.989, -0.187], [-4.511, -4.298, 4.850], [-3.152, -5.579, 1.902], [-0.954, 5.893, 1.652], [-0.939, -4.760, 2.986], [4.675, -1.393, 1.730], [5.213, -2.182, 2.253], [-3.862, -3.052, -6.006], [-3.673, -3.608, 4.717], [-1.534, -4.332, -5.498], [-2.051, -2.035, -5.886], [0.356, -4.356, 1.446], [-1.785, -7.001, 3.160], [0.776, 3.142, 3.631], [2.700, 5.499, 1.022], [1.061, 3.507, 1.426], [-0.265, -3.562, -6.977], [-0.162, -5.208, 1.884], [3.687, 1.277, -1.622], [4.374, -2.484, -2.924], [3.667, -1.314, 2.149], [-3.064, -3.819, 3.444], [-1.834, -4.201, -7.526], [2.588, -2.521, -3.036], [-0.775, -5.684, 1.112], [4.046, 1.157, -0.596], [4.329, 6.303, -0.401], [2.237, 6.632, 0.265], [2.062, 4.638, 2.053], [-3.788, -1.480, -6.831], [-3.182, 6.472, 1.607], [-1.224, -7.461, 4.389], [-4.045, -2.583, 4.762], [0.785, 7.899, 1.012], [3.468, -3.002, -2.600], [-0.551, -5.313, -7.006], [-0.781, -8.443, 4.224], [5.088, 0.826, -0.605], [3.300, -1.385, -0.528], [-1.100, -4.456, -1.335], [2.072, -1.772, 0.281], [-0.785, -3.915, -3.294], [-2.009, -7.548, 5.145], [-0.859, 2.331, 0.230], [0.039, 1.860, 2.548], [-2.122, 4.281, 0.310], [-4.781, 4.904, 0.202], [-3.882, -1.538, -5.056], [-1.586, -2.795, -1.745], [0.334, 4.167, 0.374], [-3.784, 3.099, -0.866]],
  "forces_ev_per_angstrom": [[1.269, 2.747, -1.783], [0.757, -1.386, -0.457], [1.518, 1.326, -9.826], [1.357, -0.455, -1.414], [-0.028, -0.090, 1.832], [-0.001, 0.011, -0.162], [-3.128, -0.278, -0.927], [-1.495, -0.297, 1.026], [-0.014, 0.093, 0.124], [0.664, 0.414, -3.159], [1.067, 0.093, 0.683], [2.005, -5.882, 4.319], [0.810, 1.903, -2.117], [0.064, -0.023, 0.058], [1.615, -0.386, -0.103], [-0.108, -1.662, -1.053], [-1.362, 0.840, -1.108], [-0.383, 0.116, -0.285], [1.232, -1.257, -0.533], [3.891, -2.696, -0.983], [-0.317, 0.762, -0.523], [8.542, -1.729, -5.388], [0.239, -0.224, -1.371], [-1.426, 0.827, -1.585], [2.141, 0.093, 0.395], [-0.021, -0.055, 0.146], [-0.132, -0.196, 0.562], [-0.043, -0.034, 0.008], [0.029, -0.074, 0.287], [-1.172, 0.787, 0.778], [-0.766, 0.073, 0.662], [-1.480, 0.902, 0.499], [-0.156, 0.171, 0.140], [-0.294, 0.381, -0.654], [0.262, 2.710, 1.882], [-0.067, 0.101, 0.124], [-0.230, -0.472, 1.666], [-1.710, -0.876, -0.868], [-0.697, 0.639, 1.155], [-0.022, 0.681, 0.328], [0.065, -0.079, -0.259], [-0.086, -0.015, -0.023], [-0.230, 0.302, 0.311], [-0.574, -0.270, 1.343], [-2.123, 0.124, 2.776], [-0.081, 0.158, 0.221], [-1.335, 0.901, 3.035], [-1.106, -0.076, -1.321], [0.104, 3.187, -2.352], [1.111, 0.656, 0.943], [-0.128, -0.044, 0.199], [0.420, -0.676, -0.146], [0.147, 0.266, 0.036], [0.010, -0.215, -0.237], [0.058, -0.064, -0.223], [0.481, -1.901, 2.989], [0.148, -0.022, -0.078], [0.001, -0.132, -0.219], [-0.085, 0.057, 0.230], [0.094, 0.150, -0.026], [-3.552, 0.422, 1.122], [1.508, -0.264, -1.234], [-1.154, -0.820, 0.862], [0.107, -0.036, 0.072], [-0.701, -2.664, -2.178], [0.269, -0.360, 0.222], [0.064, -0.102, -0.074], [0.192, -0.541, -0.629], [-0.020, -0.250, -0.974], [-0.118, -0.073, 0.249], [-0.080, 0.100, -0.060], [0.088, 0.089, -0.021], [-2.655, -4.434, 8.792], [-0.018, 0.061, -0.133], [-0.019, 1.077, -1.211], [-3.479, 1.025, 0.412], [0.180, -0.173, 0.070], [0.106, 1.549, 0.011], [0.031, 1.860, 0.282], [-3.061, 2.663, 1.554], [2.624, 1.213, 1.382], [-0.186, 0.026, -0.178], [-0.027, -0.047, 0.167], [0.212, -1.587, 0.833], [0.387, 1.359, 1.091]]
}

---

[2]
{
  "formula": "C7H13N",
  "method": "wB97M-V/def2-TZVPD",
  "e_lumo_ha": 0.0402,
  "total_energy_ha": -329.2093,
  "relative_energy_kcal_mol": 39.0,
  "smiles": "C=C/C=C/CCCN",
  "homo_lumo_gap_ev": 9.63,
  "symbols": ["C", "C", "H", "H", "H", "H", "C", "H", "C", "H", "H", "H", "H", "H", "H", "C", "C", "N", "H", "C", "H"],
  "coordinates": [[0.342, -0.548, 0.508], [-0.818, 0.089, -0.259], [-1.246, 1.007, 0.117], [-0.112, 0.811, 2.070], [1.989, 1.789, 0.583], [-0.855, -1.497, -1.602], [0.790, 0.322, 1.707], [1.117, -0.843, -0.207], [-2.563, -0.189, -2.005], [-3.021, 0.772, -1.818], [-3.913, -0.707, -3.594], [-2.558, -1.843, -3.331], [3.145, -0.365, 1.955], [1.793, 1.982, 2.351], [-0.014, -1.512, 0.885], [-1.368, -0.601, -1.270], [1.973, 1.265, 1.537], [3.255, 0.629, 1.816], [3.994, 0.712, 1.126], [-2.995, -0.884, -3.059], [1.066, -0.388, 2.490]],
  "forces_ev_per_angstrom": [[-0.454, 0.529, -0.104], [0.265, -1.529, -0.308], [-0.108, 0.161, -0.029], [0.137, 0.351, 0.063], [-0.181, 0.047, -0.096], [-0.212, -0.196, -0.022], [0.147, -1.435, -0.695], [0.317, 0.396, 0.220], [0.467, -0.216, -1.143], [-0.075, 0.020, 0.497], [-0.080, 0.622, -0.110], [0.265, 0.146, 0.135], [-0.074, -0.062, 0.119], [0.283, 0.393, -0.452], [-0.107, 0.111, 0.127], [-0.026, 1.286, 0.414], [-0.349, 0.446, 0.883], [0.504, -0.751, -0.090], [-0.454, 0.393, -0.087], [-0.335, -0.891, 0.389], [0.071, 0.178, 0.287]]
}

---

[3]
{
  "formula": "C10H8AuN4O6",
  "method": "wB97M-V/def2-TZVPD",
  "total_charge": -1,
  "e_lumo_ha": 0.0939,
  "total_energy_ha": -1192.1330,
  "relative_energy_kcal_mol": 23.6,
  "homo_lumo_gap_ev": 6.30,
  "symbols": ["C", "H", "C", "C", "N", "C", "H", "H", "H", "O", "N", "N", "O", "C", "H", "C", "C", "H", "O", "O", "H", "N", "Au", "C", "C", "O", "H", "C", "O"],
  "coordinates": [[-5.293, -0.329, 0.070], [-5.427, 1.682, 0.108], [2.195, -0.759, -0.032], [2.737, 1.596, -0.146], [-1.652, 0.455, -0.360], [4.469, 0.024, 0.284], [-3.284, -2.254, 0.250], [5.517, -0.228, 0.243], [-0.779, -1.397, -0.008], [-5.958, 0.817, 0.144], [3.594, -1.023, 0.015], [-1.680, -0.904, -0.063], [-4.206, 2.907, 0.094], [-2.953, -1.266, 0.126], [3.378, -3.024, -0.724], [4.022, 1.316, 0.312], [-3.824, -0.197, -0.002], [4.611, 2.188, 0.582], [1.383, -1.733, -0.070], [-5.853, -1.405, 0.142], [3.762, -2.791, 0.998], [1.836, 0.522, -0.153], [0.016, 1.660, -0.459], [-3.051, 2.403, -0.191], [-2.898, 0.935, -0.178], [-1.923, 2.985, -0.472], [5.052, -2.507, -0.176], [4.012, -2.417, 0.005], [2.198, 2.744, -0.337]],
  "forces_ev_per_angstrom": [[0.149, 0.597, 0.750], [0.520, -0.732, 0.040], [-0.823, -1.022, -0.867], [-4.290, 0.822, 0.775], [-2.850, -1.960, 1.599], [-1.255, -0.046, -1.016], [-0.014, -1.252, 0.318], [0.141, -0.133, 0.647], [-0.285, 0.146, -0.167], [-0.551, 0.359, -0.206], [0.132, 0.989, -0.049], [-0.646, 2.032, -0.737], [2.245, -1.133, -0.754], [-0.503, 0.284, -0.511], [0.994, 1.013, 0.817], [2.144, -0.146, 0.053], [2.371, 0.948, 0.193], [0.423, -0.473, -0.221], [1.288, 1.351, 0.376], [0.215, 0.380, -0.253], [0.225, -0.492, -0.016], [1.823, 0.602, -0.095], [0.512, 0.759, -0.257], [0.627, 2.386, -0.374], [-0.114, -2.969, -0.667], [-3.506, 0.140, 0.772], [0.983, -0.015, -0.302], [-2.217, -0.457, 0.070], [2.265, -1.977, 0.081]]
}

---

[4]
{
  "formula": "C3H10O3S",
  "method": "wB97M-V/def2-TZVPD",
  "e_lumo_ha": 0.0263,
  "total_energy_ha": -744.1921,
  "relative_energy_kcal_mol": 6.2,
  "smiles": "O=CCCS.O.O",
  "homo_lumo_gap_ev": 9.89,
  "symbols": ["H", "H", "C", "H", "H", "S", "O", "C", "H", "C", "O", "O", "H", "H", "H", "H", "H"],
  "coordinates": [[0.627, -0.410, 1.409], [-2.412, -1.023, -1.760], [0.490, -1.560, -1.208], [1.388, 0.296, -0.729], [1.436, -2.106, -1.043], [-0.823, 1.517, 1.142], [-0.435, -2.171, -1.688], [-0.161, -0.107, 0.717], [3.367, 1.673, 1.597], [0.386, -0.140, -0.711], [2.468, 1.378, 1.769], [-2.561, -0.106, -1.490], [-0.976, -0.829, 0.797], [1.888, 1.985, 1.293], [-0.300, 0.363, -1.392], [-0.916, 1.299, 2.461], [-3.465, -0.060, -1.164]],
  "forces_ev_per_angstrom": [[-0.061, 0.238, 0.054], [0.092, 0.117, 0.089], [-0.325, -0.454, 0.490], [-0.135, 0.203, -0.067], [0.181, 0.190, -0.053], [0.128, 0.285, -0.054], [-0.003, 0.168, -0.147], [-0.138, -0.919, 0.039], [-0.023, 0.053, -0.012], [0.190, 0.023, -0.299], [0.058, -0.055, -0.068], [-0.135, -0.097, -0.052], [0.021, 0.066, -0.061], [-0.043, -0.013, 0.115], [0.093, 0.203, 0.077], [0.068, 0.023, -0.012], [0.030, -0.031, -0.038]]
}